This record from the Open Molecules 2025 dataset describes a structure of composition C18H14AgCl2N6OS2 in a non-equilibrium geometry. The level of theory is wB97M-V/def2-TZVPD.

Calculated values
**Largest force on an atom**: 1.03 eV Å⁻¹
**LUMO level**: 2.5 eV
**Kohn-Sham gap**: 7.14 eV
**M**: 573.3 g mol⁻¹
**Net charge**: -1
**DFT total energy**: -80600.9507 eV

Atoms and positions in Å:
1 Ag -0.74994 0.35302 -2.17823
2 Cl 4.29721 0.37619 -0.34494
3 C 2.94812 -0.54342 0.26545
4 C 3.15219 -1.40698 1.33356
5 C 2.12216 -2.18062 1.80961
6 Cl 2.42081 -3.23530 3.17376
7 C 0.85694 -2.15367 1.19347
8 C -0.22454 -2.98261 1.56495
9 C -1.38301 -2.95452 0.83732
10 C -1.47614 -2.08466 -0.25867
11 N -0.50607 -1.26814 -0.59810
12 C 0.64954 -1.26630 0.09846
13 C 1.69749 -0.35946 -0.37508
14 O 1.51336 0.46427 -1.30659
15 H 4.13050 -1.47310 1.79033
16 H -0.11534 -3.64345 2.41435
17 H -2.21827 -3.59552 1.08541
18 H -2.36250 -2.06599 -0.88127
19 N 1.98962 -2.78558 -2.56351
20 C 1.35689 -1.98054 -3.45338
21 N 2.06484 -0.94239 -3.93863
22 S -0.18428 -2.32408 -3.98461
23 H 2.78542 -2.44407 -2.04463
24 H 1.40570 -3.46266 -2.10600
25 H 2.77960 -0.53325 -3.35327
26 H 1.51366 -0.26713 -4.44302
27 S -1.05373 3.87131 -5.32494
28 C -1.25068 2.59531 -4.35888
29 N -1.43153 1.67539 -3.65572
30 N -1.92202 3.83508 0.56428
31 C -1.83756 2.94803 -0.47170
32 N -1.64669 1.72522 -0.07944
33 C -1.59055 1.78019 1.30224
34 C -1.39847 0.77434 2.24647
35 C -1.38482 1.13079 3.58146
36 C -1.55960 2.45931 3.98873
37 C -1.75140 3.47364 3.06888
38 C -1.76277 3.11292 1.72761
39 H -2.05095 4.82594 0.48328
40 H -1.91710 3.24307 -1.50949
41 H -1.25953 -0.25399 1.93927
42 H -1.22745 0.36553 4.33120
43 H -1.54182 2.69571 5.04516
44 H -1.87730 4.50214 3.38483

Mulliken atomic charges, in units of e: 0.41 -0.24 0.36 -0.59 0.68 -0.32 0.09 -0.88 -0.69 -0.84 0.14 0.55 0.00 -0.76 0.46 0.42 0.39 0.45 -0.45 0.30 -0.45 -0.41 0.23 0.23 0.29 0.25 -0.51 0.31 -0.48 -0.03 -0.31 -0.16 0.13 0.30 -0.88 -0.29 -1.09 0.42 0.18 0.39 0.28 0.42 0.36 0.36